{
  "formula": "C22H35BrMgO2P2",
  "method": "the ωB97M-V functional and the def2-TZVPD basis",
  "e_above_lowest_ev": 6.505,
  "e_lumo_ha": -0.0413,
  "homo_lumo_gap_ev": 4.496,
  "largest_force_ev_per_a": 2.9,
  "homo_ev": -5.6,
  "total_charge": 0,
  "energy_ha": -4466.33395,
  "elements": ["P", "P", "C", "C", "H", "H", "H", "H", "C", "H", "H", "H", "C", "H", "H", "H", "C", "H", "H", "H", "C", "H", "H", "H", "Mg", "C", "C", "C", "C", "C", "C", "C", "C", "C", "H", "H", "H", "H", "H", "H", "H", "H", "H", "H", "H", "H", "H", "H", "H", "Br", "C", "C", "C", "C", "C", "C", "C", "O", "O", "H", "H", "H", "H"],
  "xyz": [[-0.92, -1.82, -1.58], [-0.25, 1.49, -2.29], [-1.31, -0.95, -3.24], [-0.30, 0.15, -3.54], [-2.33, -0.54, -3.18], [-1.26, -1.67, -4.07], [0.70, -0.29, -3.65], [-0.47, 0.63, -4.51], [-1.88, 2.24, -2.10], [-1.89, 2.90, -1.22], [-2.65, 1.48, -1.97], [-2.14, 2.86, -2.98], [0.61, 2.71, -3.37], [0.16, 2.81, -4.37], [1.65, 2.39, -3.51], [0.62, 3.67, -2.85], [-2.31, -2.81, -1.00], [-1.96, -3.40, -0.13], [-2.62, -3.49, -1.79], [-3.13, -2.11, -0.72], [-0.14, -3.15, -2.70], [0.66, -2.77, -3.36], [-0.91, -3.57, -3.36], [0.29, -3.96, -2.12], [-2.59, -0.83, 1.18], [2.56, 1.85, -1.36], [1.23, 1.70, -0.85], [0.80, 0.54, 0.04], [1.51, -0.83, 0.03], [1.87, -1.51, -1.28], [2.61, -0.98, -2.25], [3.84, -0.19, -1.96], [3.66, 1.00, -0.97], [-1.89, -2.81, 2.05], [2.85, 2.66, -2.03], [0.75, 2.67, -0.57], [-0.26, 0.38, -0.23], [0.76, 0.89, 1.08], [2.41, -0.77, 0.67], [0.77, -1.46, 0.58], [1.68, -2.60, -1.17], [2.41, -1.22, -3.30], [4.22, 0.16, -2.91], [4.60, -0.86, -1.54], [3.40, 0.58, 0.01], [4.60, 1.59, -0.96], [-1.09, -2.38, 2.69], [-1.56, -3.81, 1.70], [-2.90, -2.97, 2.50], [-0.29, 2.96, 2.87], [-0.55, 2.05, 4.52], [-0.06, 2.51, 5.75], [-0.31, 1.77, 6.93], [-1.17, 0.67, 6.87], [-1.68, 0.25, 5.64], [-1.33, 0.89, 4.45], [-1.82, 0.27, 3.17], [-3.07, 0.32, 2.88], [-0.99, -0.33, 2.40], [0.55, 3.41, 5.79], [0.15, 2.06, 7.89], [-1.46, 0.11, 7.77], [-2.41, -0.55, 5.55]]
}

***

{
  "formula": "C54H67As2BN6OPRhS",
  "method": "the ωB97M-V functional and the def2-TZVPD basis",
  "e_above_lowest_ev": 2.951,
  "multiplicity": 5,
  "e_lumo_ha": [-0.1495, -0.2811],
  "homo_lumo_gap_ev": [7.236, 4.836],
  "largest_force_ev_per_a": 0.4,
  "homo_ev": [-11.3, -12.5],
  "total_charge": 2,
  "energy_ha": -7847.63129,
  "s2": 6.0732,
  "elements": ["Rh", "C", "C", "C", "C", "C", "N", "N", "B", "N", "N", "C", "C", "C", "C", "C", "N", "N", "C", "C", "C", "C", "C", "H", "H", "H", "H", "H", "H", "H", "H", "H", "H", "H", "H", "H", "H", "H", "H", "H", "H", "H", "H", "H", "H", "O", "S", "C", "C", "C", "C", "H", "H", "H", "H", "H", "H", "H", "H", "C", "As", "C", "C", "C", "C", "C", "C", "C", "C", "H", "H", "H", "H", "H", "H", "H", "H", "H", "H", "H", "H", "H", "C", "C", "As", "C", "C", "C", "C", "C", "C", "C", "C", "C", "C", "C", "C", "P", "C", "C", "C", "C", "C", "C", "C", "C", "C", "C", "C", "C", "H", "H", "H", "H", "H", "H", "H", "H", "H", "H", "H", "H", "H", "H", "H", "H", "H", "H", "H", "H", "H", "H", "H", "H"],
  "xyz": [[-0.68, 0.52, 0.95], [-3.33, 1.51, 3.36], [-1.90, 1.40, 3.78], [-1.34, 1.66, 5.03], [-0.02, 1.27, 4.94], [1.04, 1.29, 5.99], [0.20, 0.81, 3.68], [-0.96, 0.90, 2.98], [1.32, -0.20, 3.25], [2.21, 0.36, 2.13], [2.05, 2.46, 0.51], [3.34, 2.53, -0.26], [3.73, 3.91, -0.74], [4.38, 0.44, 1.01], [3.42, -0.09, 1.93], [3.93, -1.30, 2.71], [0.57, -1.49, 2.74], [-0.37, -1.39, 1.74], [-0.98, -2.57, 1.65], [-2.14, -2.81, 0.74], [-0.44, -3.45, 2.58], [0.52, -2.73, 3.28], [1.34, -3.20, 4.44], [-3.94, 0.86, 3.99], [-3.46, 1.20, 2.32], [-3.71, 2.52, 3.48], [-1.83, 2.06, 5.90], [0.73, 1.94, 6.80], [1.99, 1.65, 5.60], [1.21, 0.29, 6.40], [1.92, -0.50, 4.25], [2.97, 4.33, -1.41], [4.67, 3.86, -1.30], [3.86, 4.58, 0.10], [5.32, -0.10, 1.04], [4.90, -1.65, 2.34], [3.22, -2.11, 2.65], [4.04, -1.05, 3.76], [-2.74, -1.91, 0.67], [-2.75, -3.62, 1.13], [-1.82, -3.10, -0.27], [-0.77, -4.46, 2.80], [0.82, -4.02, 4.93], [1.51, -2.41, 5.16], [2.31, -3.57, 4.12], [-3.07, 0.53, 0.14], [-3.72, -0.06, -1.11], [-5.47, -0.33, -0.70], [-6.31, 0.70, -1.47], [-5.52, 1.04, -2.73], [-4.09, 1.29, -2.25], [-5.53, -0.24, 0.38], [-5.71, -1.35, -0.99], [-6.45, 1.60, -0.87], [-7.30, 0.30, -1.70], [-5.91, 1.91, -3.25], [-5.54, 0.21, -3.44], [-4.03, 2.21, -1.66], [-3.34, 1.31, -3.04], [-0.35, 3.83, -1.02], [-1.02, 2.95, 0.57], [-0.36, 4.07, 1.99], [-2.91, 3.50, 0.51], [-3.14, 4.98, 0.50], [-3.29, 5.67, -0.70], [-3.50, 7.04, -0.72], [-3.57, 7.75, 0.47], [-3.44, 7.08, 1.67], [-3.22, 5.71, 1.69], [-1.02, 4.64, -1.28], [-0.28, 3.13, -1.85], [0.63, 4.23, -0.80], [-0.57, 5.10, 1.74], [0.70, 3.91, 2.11], [-0.88, 3.81, 2.92], [-3.39, 3.04, 1.37], [-3.33, 3.03, -0.37], [-3.26, 5.12, -1.64], [-3.62, 7.55, -1.67], [-3.73, 8.82, 0.45], [-3.51, 7.62, 2.61], [-3.14, 5.19, 2.64], [0.87, -1.88, -1.17], [2.00, -2.15, -0.20], [2.55, -4.01, -0.42], [3.70, -4.16, -1.88], [4.48, -3.06, -2.28], [5.32, -3.19, -3.37], [5.40, -4.41, -4.04], [4.65, -5.51, -3.63], [3.81, -5.40, -2.54], [1.07, -5.18, -0.71], [0.60, -5.97, 0.34], [-0.49, -6.79, 0.12], [-1.11, -6.82, -1.12], [-0.64, -6.03, -2.16], [0.47, -5.21, -1.97], [0.26, -0.11, -1.13], [1.81, 0.77, -1.43], [2.16, 1.82, -0.67], [4.49, 1.58, 0.02], [4.94, 1.03, -1.33], [4.16, 0.51, -2.33], [2.76, 0.29, -2.39], [-0.56, -0.10, -2.76], [-1.37, -1.18, -3.16], [-1.98, -1.18, -4.41], [-1.80, -0.10, -5.27], [-1.01, 0.97, -4.88], [-0.39, 0.97, -3.64], [0.02, -2.52, -0.95], [1.17, -2.06, -2.20], [1.73, -2.02, 0.85], [2.89, -1.55, -0.38], [4.43, -2.12, -1.75], [5.91, -2.35, -3.70], [6.06, -4.50, -4.90], [4.74, -6.45, -4.15], [3.24, -6.25, -2.20], [1.08, -5.95, 1.30], [-0.86, -7.42, 0.93], [-1.96, -7.47, -1.28], [-1.11, -6.06, -3.13], [0.84, -4.61, -2.79], [2.00, 1.78, 1.30], [5.33, 2.18, 0.39], [6.01, 1.04, -1.51], [4.71, 0.17, -3.20], [2.41, -0.31, -3.23], [-1.53, -2.02, -2.50], [-2.59, -2.02, -4.71], [-2.27, -0.10, -6.24], [-0.86, 1.81, -5.55], [0.25, 1.79, -3.36]]
}

***

{
  "formula": "C7H10NO",
  "method": "the ωB97M-V functional and the def2-TZVPD basis",
  "e_above_lowest_ev": 2.996,
  "smiles": "O=C=C=C1CCCC[NH2+]1",
  "e_lumo_ha": -0.1936,
  "homo_lumo_gap_ev": 8.146,
  "largest_force_ev_per_a": 8.4,
  "homo_ev": -13.4,
  "total_charge": 1,
  "energy_ha": -402.34922,
  "elements": ["C", "C", "C", "C", "C", "C", "C", "N", "O", "H", "H", "H", "H", "H", "H", "H", "H", "H", "H"],
  "xyz": [[2.35, 0.42, 0.29], [3.53, 0.22, -0.07], [0.96, 0.14, 0.48], [0.30, -1.09, 0.78], [-0.76, -1.30, -0.26], [-1.81, -0.12, -0.41], [-1.03, 1.15, -0.77], [0.07, 1.27, 0.33], [4.58, 0.05, -0.47], [0.99, -1.90, 0.92], [-0.28, -0.91, 1.79], [-0.39, -1.62, -1.28], [-1.43, -2.22, 0.02], [-2.73, -0.40, -0.94], [-2.18, 0.01, 0.72], [-0.46, 0.89, -1.70], [-1.58, 2.03, -0.93], [-0.66, 1.21, 1.13], [0.55, 2.15, 0.37]]
}

***

{
  "formula": "C19H11CrF6N4O4S6",
  "method": "the ωB97M-V functional and the def2-TZVPD basis",
  "e_above_lowest_ev": 0.000,
  "multiplicity": 5,
  "e_lumo_ha": [0.0865, 0.0810],
  "homo_lumo_gap_ev": [7.370, 7.476],
  "largest_force_ev_per_a": 0.4,
  "homo_ev": [-5.0, -5.3],
  "total_charge": -1,
  "energy_ha": -5283.55555,
  "s2": 6.0207,
  "elements": ["Cr", "S", "C", "C", "C", "C", "C", "C", "C", "C", "C", "N", "H", "H", "H", "H", "H", "H", "F", "C", "F", "F", "S", "O", "O", "N", "S", "O", "O", "C", "F", "F", "F", "S", "C", "S", "C", "N", "N", "C", "C", "C", "C", "C", "C", "S", "H", "H", "H", "H", "H"],
  "xyz": [[1.44, 0.40, 0.91], [4.90, -2.01, -0.72], [5.02, -0.51, -1.54], [4.01, 0.35, -1.20], [3.09, -0.18, -0.24], [3.48, -1.45, 0.09], [2.73, -2.22, 1.07], [3.04, -3.51, 1.51], [2.24, -4.11, 2.46], [1.14, -3.44, 2.96], [0.88, -2.17, 2.48], [1.65, -1.58, 1.56], [5.82, -0.35, -2.24], [3.94, 1.34, -1.63], [3.91, -4.01, 1.10], [2.48, -5.11, 2.80], [0.49, -3.88, 3.70], [0.02, -1.59, 2.80], [0.23, 1.63, 5.44], [0.30, 2.65, 4.58], [0.26, 3.79, 5.28], [-0.75, 2.60, 3.78], [1.88, 2.53, 3.65], [1.80, 1.22, 3.03], [2.89, 2.74, 4.62], [1.78, 3.73, 2.65], [1.76, 3.75, 1.09], [1.65, 2.44, 0.46], [2.74, 4.62, 0.52], [0.16, 4.59, 0.75], [-0.03, 4.63, -0.57], [-0.87, 3.97, 1.31], [0.20, 5.84, 1.21], [-1.27, -3.25, -3.39], [-1.54, -2.07, -2.25], [-0.45, -1.77, -0.94], [-1.43, -0.44, -0.38], [-2.48, -0.25, -1.11], [-2.54, -1.17, -2.14], [-3.63, -0.99, -3.05], [-4.04, 0.30, -3.33], [-5.11, 0.50, -4.19], [-5.76, -0.58, -4.77], [-5.34, -1.86, -4.47], [-4.28, -2.08, -3.61], [-1.06, 0.49, 1.03], [-3.54, 1.13, -2.86], [-5.42, 1.52, -4.41], [-6.59, -0.41, -5.45], [-5.85, -2.71, -4.91], [-3.95, -3.08, -3.37]]
}